Entry 1:
This record from the OMol25 dataset describes C46H51BrCdFN3O3P2 as an isolated structure. The level of theory is the ωB97M-V functional and the def2-TZVPD basis.

## Properties
Gap between HOMO and LUMO, eV: 5.241
E_tot, hartree: -5697.8952
Net charge: -2
HOMO energy, eV: -1.6528

Geometry as XYZ:
```
108
C46H51BrCdFN3O3P2, DFT the ωB97M-V functional and the def2-TZVPD basis
Cd -0.83382 -0.18392 0.46512
C 3.41004 1.36168 -3.62440
C 2.97219 -0.03802 -3.20265
C 3.18702 -1.01253 -4.35617
P 1.29056 -0.07583 -2.30320
C -0.01356 0.58366 -3.51461
C -0.03594 2.09397 -3.26373
C -0.02250 0.30361 -5.01342
C 1.12304 -1.89183 -2.23959
C 0.62641 -2.77388 -3.18075
C 0.53570 -4.13135 -2.90178
C 0.92674 -4.60009 -1.65333
C 1.43950 -3.74591 -0.70612
C 1.57170 -2.36603 -0.97442
N 2.03832 -1.43282 -0.12863
C 2.82121 -1.69890 0.93260
C 3.72639 -2.77436 1.04425
C 4.49489 -2.93787 2.17453
C 4.42725 -2.02959 3.22224
C 3.61739 -0.90664 3.09076
C 2.83227 -0.72387 1.97001
P 1.73208 0.65130 1.51545
C 1.66531 1.84493 2.98198
C 1.04225 1.13535 4.18116
C 2.90859 2.61505 3.42747
C 2.89863 1.51085 0.30486
C 2.41466 2.91456 -0.03758
C 4.38749 1.46085 0.63650
H 4.46811 1.35517 -3.90299
H 2.84469 1.70503 -4.48880
H 3.26929 2.07534 -2.81720
H 3.63098 -0.35759 -2.38191
H 2.59173 -0.74823 -5.22709
H 4.23893 -0.99391 -4.65349
H 2.93710 -2.02599 -4.05468
H -0.93850 0.17741 -3.08105
H 0.88165 2.56988 -3.60765
H -0.88644 2.56428 -3.76405
H -0.13185 2.27769 -2.19485
H 0.87583 0.67924 -5.49869
H -0.12373 -0.75641 -5.22604
H -0.87745 0.81412 -5.46499
H 0.29659 -2.41589 -4.14812
H 0.14628 -4.81490 -3.64491
H 0.81689 -5.65220 -1.40957
H 1.69348 -4.11686 0.27682
H 3.83124 -3.47151 0.22143
H 5.15963 -3.79396 2.24456
H 5.01736 -2.18113 4.12008
H 3.61743 -0.18113 3.89205
H 0.92838 2.57504 2.61824
H 1.74448 0.45392 4.65667
H 0.73162 1.86868 4.92764
H 0.17051 0.56871 3.86004
H 3.73306 1.94719 3.66097
H 3.23903 3.32557 2.67520
H 2.67148 3.18173 4.33154
H 2.75321 0.89770 -0.58803
H 2.65111 3.63568 0.74169
H 2.88297 3.26889 -0.95820
H 1.33731 2.89744 -0.18074
H 4.64035 2.05546 1.50938
H 4.69660 0.43452 0.81834
H 4.96392 1.84160 -0.20882
O -1.33910 -0.16429 2.73111
C -2.17296 -0.58908 3.57966
C -2.57348 0.25845 4.66009
C -3.42112 -0.15239 5.65157
C -3.95222 -1.44023 5.64117
C -3.61925 -2.28711 4.60374
C -2.76816 -1.90099 3.56971
C -2.50541 -2.81170 2.47879
N -1.46779 -2.83853 1.66698
C -1.68486 -3.86141 0.80035
C -2.86805 -4.47749 1.07180
N -3.38839 -3.80796 2.14973
H -2.16277 1.26009 4.67282
H -3.68691 0.52542 6.45718
H -4.60738 -1.77120 6.43852
H -4.01680 -3.29885 4.62497
H -0.97105 -4.10502 0.03984
H -3.36976 -5.30691 0.60998
H -4.27686 -3.97493 2.58813
Br -4.22504 8.04432 -2.01229
C -3.54001 6.35858 -1.39755
C -2.18515 6.11053 -1.49233
C -1.70293 4.88620 -1.06125
C -2.56277 3.93468 -0.52892
C -3.91925 4.22073 -0.44213
C -4.42330 5.43102 -0.88043
C -2.05542 2.57140 -0.01682
O -2.88831 1.85796 0.54467
O -0.84926 2.32140 -0.21653
H -1.52365 6.86087 -1.90255
H -0.65241 4.65713 -1.15026
H -4.56922 3.46285 -0.03271
H -5.48010 5.65286 -0.83050
F -5.86289 -2.96874 -2.27803
C -4.74632 -2.34793 -1.75267
C -4.86466 -1.61143 -0.59344
C -3.73218 -1.00859 -0.06400
C -2.47330 -1.12059 -0.66221
C -2.41756 -1.87464 -1.83631
C -3.53608 -2.48523 -2.39266
H -5.83355 -1.50889 -0.12339
H -3.83791 -0.43563 0.84773
H -1.47845 -2.01735 -2.35298
H -3.47499 -3.06033 -3.30790
```



Entry 2:
This record from the OMol25 dataset describes C46H51BrN3S5ScSi4Te as an isolated structure. The level of theory is the ωB97M-V functional and the def2-TZVPD basis.

## Properties
Gap between HOMO and LUMO (spin up / spin down), eV: 3.964 / 3.971
E_tot, hartree: -8699.7084
Net charge: -2
HOMO energy (spin up / spin down), eV: -0.1345 / -0.1413

Geometry as XYZ:
```
112
C46H51BrN3S5ScSi4Te, DFT the ωB97M-V functional and the def2-TZVPD basis
Sc 1.19283 0.62057 1.59798
S -1.52163 -1.85952 2.13529
C -0.14994 -2.05281 3.14192
C -0.23829 -2.93056 4.24866
C 0.83534 -3.10045 5.08191
C 2.02323 -2.41610 4.80551
C 2.04173 -1.58514 3.71529
N 0.99567 -1.37752 2.90036
H -1.17644 -3.44192 4.40804
H 0.77228 -3.75585 5.94259
H 2.89713 -2.53026 5.43068
H 2.94498 -1.03701 3.46056
S -0.35318 2.80695 1.15488
C -0.72229 3.71971 -0.28988
C -0.93939 5.09486 -0.12271
C -1.27585 5.91437 -1.18285
C -1.40710 5.37997 -2.45823
C -1.21385 4.02279 -2.64481
C -0.87665 3.18243 -1.58192
S -0.57112 1.49527 -1.99740
H -0.81903 5.50330 0.87273
H -1.44226 6.97179 -1.01147
H -1.65008 6.01957 -3.29853
H -1.32522 3.58779 -3.63155
S 1.93086 -5.20843 0.42293
C 2.25415 -6.71074 -0.36497
C 3.12575 -6.54489 -1.39428
C 3.52958 -5.19900 -1.57450
C 2.94115 -4.31962 -0.68940
C 3.14529 -2.89857 -0.56898
C 2.24489 -2.07056 0.08217
N 2.41233 -0.76575 0.31034
C 3.61243 -0.17689 -0.12847
C 4.56605 -0.94942 -0.87763
C 5.75703 -0.27855 -1.33126
C 5.98904 1.01807 -1.04574
C 5.05843 1.79427 -0.26912
C 5.26914 3.10918 0.05048
C 4.29600 3.82495 0.83027
C 3.16891 3.11929 1.22233
N 2.91422 1.84158 0.94141
C 3.85886 1.13739 0.17494
C 4.47166 5.21173 1.17723
C 5.49349 6.06572 0.81907
C 5.35440 7.37651 1.33906
C 4.23703 7.53778 2.09373
S 3.32720 6.07150 2.18063
C 4.32625 -2.27626 -1.10799
H 1.77459 -7.61220 -0.01833
H 3.47024 -7.36193 -2.01524
H 4.18893 -4.87417 -2.36611
H 1.31338 -2.49844 0.45227
H 6.46709 -0.85697 -1.91427
H 6.89152 1.51160 -1.39268
H 6.17126 3.60257 -0.29197
H 2.39978 3.63517 1.79216
H 6.31636 5.75835 0.19014
H 6.06567 8.17194 1.15692
H 3.88140 8.42029 2.60080
H 5.05889 -2.87199 -1.63972
Br -0.81959 3.51319 7.66128
C -0.17550 2.67508 6.05410
C 1.12548 2.89733 5.65195
C 1.56867 2.29178 4.47992
C 0.76461 1.47439 3.67054
C -0.54662 1.29929 4.14966
C -1.02745 1.87311 5.32109
H 1.77938 3.54163 6.22562
H 2.59985 2.48738 4.19228
H -1.25376 0.68797 3.59138
H -2.04598 1.69906 5.64282
C -6.12514 -2.50420 -1.10047
Si -4.48455 -2.18123 -0.17423
C -4.92035 -0.98840 1.23046
C -4.06559 -3.89956 0.51275
Si -2.80625 -1.23272 -1.56858
Te -1.18348 0.09480 -0.05315
Si -3.92001 0.30556 -3.00577
C -4.44636 1.77050 -1.92316
C -5.49546 -0.41356 -3.81229
C -2.97440 0.97460 -4.50963
Si -1.89081 -2.95067 -2.88820
C -1.10569 -4.31270 -1.83910
C -0.56573 -2.30461 -4.08083
C -3.25072 -3.78814 -3.93209
H -6.78578 -3.12215 -0.48775
H -5.94818 -3.03124 -2.04237
H -6.65285 -1.57558 -1.32819
H -5.60000 -1.43736 1.95850
H -5.38283 -0.07819 0.84013
H -4.01055 -0.69718 1.75818
H -4.83950 -4.23711 1.20710
H -3.11609 -3.88153 1.04745
H -3.99055 -4.63366 -0.29476
H -5.24266 1.48413 -1.23077
H -4.78944 2.62753 -2.50723
H -3.59195 2.09867 -1.32387
H -6.13343 -0.92169 -3.08841
H -5.23728 -1.13914 -4.58831
H -6.08169 0.38069 -4.28052
H -2.01700 1.39170 -4.20232
H -3.55124 1.75830 -5.00773
H -2.77646 0.18567 -5.24082
H -0.62303 -3.88018 -0.96157
H -0.34456 -4.87046 -2.38927
H -1.85457 -5.02141 -1.47646
H 0.17904 -1.72342 -3.53040
H -0.99767 -1.64716 -4.84004
H -0.04691 -3.12117 -4.58734
H -3.98027 -4.27712 -3.28050
H -2.83231 -4.54641 -4.59859
H -3.79092 -3.06015 -4.54374
```



- Which value of E_tot does entry 1 give?
  -5697.8952 hartree